3 unconnected molecules or ions with the total composition C3H9NOS. Source: the OMol25 dataset; level of theory: the ωB97M-V functional and the def2-TZVPD basis.

Largest force on an atom = 5.1 eV/Å
E_LUMO = 0.30 eV
HOMO = -8.156 eV
Electronic energy = -17625.8875 eV

The geometry in ORCA input format:
```
! RIJCOSX wB97M-V def2-TZVPD def2/J DEFGRID3
* xyz 0 1
H -0.00155 0.26267 -1.15761
H 5.59371 0.39857 -0.10751
O 5.14773 -0.38344 0.30473
C -3.46584 -0.39558 0.35255
C -4.11098 0.10907 -0.68047
H -3.23166 -1.47634 0.28471
H -0.39954 -0.60285 0.24537
H -4.15208 -0.54664 -1.57734
H -3.41831 0.06945 1.40223
S 1.97269 -0.13480 0.03082
H 5.99205 -0.85251 0.52998
H 3.56289 1.05576 -0.90656
N 2.56371 0.88216 -1.01493
C 0.37769 -0.14890 -0.34774
H -4.43744 1.19059 -0.72550
*
```

Here are the Löwdin charges for atoms 1 to 4, given in e: -0.046 0.052 -0.122 -0.133

---

A single C21H31N5O3 molecule. Source: the OMol25 dataset; level of theory: the ωB97M-V functional and the def2-TZVPD basis.

Largest force on an atom = 0.0 eV/Å
E_LUMO = 0.51 eV
HOMO = -9.118 eV
SMILES = CC[C@@H]1CC[C@@](O)(C(=O)NCCN(C(=O)c2ccnc3c2ncn3C)C(C)C)C1
Electronic energy = -35875.1867 eV

The geometry in ORCA input format:
```
! RIJCOSX wB97M-V def2-TZVPD def2/J DEFGRID3
* xyz 0 1
H -1.90034 0.27330 -4.79952
H -3.19712 3.32988 -0.64028
H -0.31965 -0.05474 4.69489
C 0.65181 -0.19082 0.28829
N 0.68295 -1.05956 1.45087
H 2.49209 -1.84080 3.26584
H 0.90594 -2.03317 1.33500
H -3.38080 1.81291 -1.53233
H -1.36115 0.45953 0.63686
C 0.41820 3.18296 -5.03258
H 2.74436 -4.02723 4.31535
C 1.85389 -2.02384 4.13424
C 0.38832 -1.60900 3.82951
C -0.47652 0.47984 -2.51068
H 0.85156 5.70201 -6.21156
H 2.44211 5.85040 -5.43570
O -0.20858 -0.98801 4.94652
C -1.22875 1.12081 -4.81381
H -1.22481 -0.89938 -0.49091
O -0.17790 -0.69602 -2.67373
C 0.41721 2.47981 -3.81955
C -0.45016 1.39873 -3.70104
H -0.58231 2.52377 0.97525
C -0.78009 0.04871 -0.18589
N -0.82122 0.98090 -1.30235
N 1.35649 4.17739 -4.87790
C 1.85400 4.02332 -3.61655
C 0.31215 -5.48526 3.59321
C -1.17101 -5.72246 3.86536
C -1.32937 2.33878 -1.06353
C 1.73098 5.15537 -5.87618
H 1.40626 -3.70404 5.42271
H -1.76671 1.68107 -6.81864
H -3.01891 1.79498 0.20105
H -1.00396 -2.87287 2.66061
H -1.37568 -6.79165 3.93098
H 1.22994 -0.65274 -0.50930
H 0.89106 -5.91125 4.41732
C -0.34288 -2.93982 3.52603
C 0.74443 -4.01518 3.40014
N -0.32304 2.95114 -6.10299
H 0.52654 3.11053 -0.28522
C 0.32804 -0.61077 2.67054
H -0.90184 4.05480 0.16066
O -0.01585 0.54840 2.86964
H -1.49053 -5.27145 4.80527
C -0.51818 3.04361 0.01660
H -1.79680 -5.31398 3.07026
N 1.33283 3.03600 -2.94321
C -2.82069 2.31105 -0.73980
H 0.59639 -6.05856 2.70859
H 2.61795 4.68804 -3.23992
H -1.19935 2.88520 -1.99454
H 1.20108 -3.92576 2.40478
H 2.18750 4.66702 -6.73580
H 1.11365 0.76110 0.54969
C 1.78248 -3.52149 4.41082
H -0.96645 -3.13501 4.39814
C -1.14170 1.91124 -5.96413
H 2.23212 -1.42775 4.96263
*
```

Here are the Löwdin charges for atoms 1 to 4, given in e: 0.118 0.082 0.088 -0.129

---

A single C20H25NO3 molecule. Source: the OMol25 dataset; level of theory: the ωB97M-V functional and the def2-TZVPD basis.

Largest force on an atom = 0.7 eV/Å
E_LUMO = 0.58 eV
HOMO = -8.735 eV
SMILES = CCC(=O)c1ccc(OC[C@H](O)CN[C@@H](C)c2ccccc2)cc1
Electronic energy = -28778.3523 eV

The geometry in ORCA input format:
```
! RIJCOSX wB97M-V def2-TZVPD def2/J DEFGRID3
* xyz 0 1
C -1.91983 -1.39614 1.16955
C 5.29408 0.27368 0.32862
H -1.40878 -0.45426 0.94243
H 3.30298 1.75840 -0.95780
C -2.58783 3.09282 -0.08138
C 1.73278 0.33821 -0.97313
H -3.67018 4.49139 1.12620
H -1.83895 3.81083 -0.38264
H 7.87346 1.09251 -0.22058
H -1.71614 1.49225 -1.20277
H -1.39808 -2.61509 -1.31447
H -5.49558 -0.93851 -0.84304
O 6.00480 -0.48158 0.95609
O -1.68143 -3.79354 1.00404
H 0.16455 -3.32281 -0.86968
C 5.78823 1.62902 -0.14177
C -4.49255 1.24489 0.69136
H -5.24226 0.53060 1.00395
H 1.04015 0.98977 -1.48294
H 5.66123 1.68613 -1.22541
C -2.51859 1.78967 -0.54215
H 7.37166 1.79837 1.30936
O 0.03168 -1.25082 -1.00227
H -4.48504 -2.00919 -1.81424
H -2.09702 -1.43412 2.24712
C -0.52853 -2.50049 -0.66185
H -3.96567 -1.44896 1.08452
C 7.24698 1.85737 0.23121
C -4.59840 -0.98945 -1.45506
H -2.57411 -3.66062 0.64972
C 2.18103 -1.79955 0.03145
C 1.29937 -0.94704 -0.62939
H -5.36782 2.83822 1.81399
H -0.13983 -2.58713 1.47735
C -3.61326 3.47493 0.76580
C -1.00437 -2.58114 0.80519
H -4.72289 -0.32548 -2.30646
H 5.15959 2.39905 0.31221
H 4.14847 -2.02424 0.83283
C 3.45780 -1.36825 0.32402
H 7.58042 2.83428 -0.11057
C -3.36548 -0.58005 -0.64932
H -2.48352 -0.65665 -1.29263
C -4.56558 2.54688 1.15158
C -3.47166 0.85219 -0.16602
C 3.00837 0.75961 -0.67679
C 3.90095 -0.09139 -0.02126
H 1.88531 -2.79625 0.31725
N -3.18053 -1.52826 0.44781
*
```

Here are the Löwdin charges for atoms 1 to 4, given in e: -0.139 -0.367 0.121 0.108

---

A molecular structure, C27H38Cl2FeP2. Source: the OMol25 dataset; level of theory: the ωB97M-V functional and the def2-TZVPD basis.

⟨S²⟩ = 8.769
Largest force on an atom = 2.0 eV/Å
E_LUMO (alpha / beta) = 2.91 / 2.89 eV
HOMO (alpha / beta) = -2.376 / -4.125 eV
Electronic energy = -106625.9631 eV

The geometry in ORCA input format:
```
! RIJCOSX wB97M-V def2-TZVPD def2/J DEFGRID3
* xyz -1 6
H 3.31299 -0.38442 -1.47767
H -0.17760 0.59593 -3.38463
C -3.39307 -4.86041 0.17826
C -2.58408 -3.86445 0.73897
C 2.52406 2.64395 -3.71870
H 5.69082 0.62372 -1.34208
C -4.09950 1.96383 0.92743
H -5.70486 -0.14955 3.04850
H 4.73795 1.04698 -2.74753
C 0.50248 -2.99745 1.60567
H -4.77231 -5.36614 -1.39906
H -1.49172 -1.15048 3.66455
H -4.69421 -3.11703 -2.43462
Cl 0.68530 -1.47404 -1.77994
C -2.86483 -0.12231 1.14995
Cl -0.08170 1.78903 1.61630
H -0.16044 -2.33922 5.37006
C 0.95648 4.05262 -0.84131
C -5.07266 1.49319 1.81036
C -0.49340 -2.08448 1.98903
C 1.25368 -3.66656 2.57605
H 2.87681 4.52552 0.92812
H 3.10855 0.37550 1.15940
H 0.26099 1.84971 -4.53538
P -1.47648 -1.22563 0.74771
H -3.78003 -1.57110 2.47682
H 0.09952 3.47936 -0.50422
H -3.42639 -5.84430 0.62515
H 1.01449 4.96153 -0.24143
C 2.86435 3.45956 0.69681
C -4.15287 -4.59220 -0.96417
C -3.30574 -2.32963 -0.99220
H 1.59568 -3.94898 4.68303
C 0.02448 -2.52126 4.31939
C -0.72794 -1.84960 3.35105
H 3.53417 2.77699 -3.34649
H 2.01279 3.60116 -3.64281
C -2.53117 -2.58269 0.15509
H 2.01923 -4.37060 2.27662
H 2.96314 3.62496 -1.41704
C 1.74332 1.53394 -3.02001
H -0.73807 0.64566 -1.22133
Fe 0.28775 0.20359 -0.03644
H 0.77705 4.35265 -1.86994
C 0.29233 1.56696 -3.48200
C -4.11026 -3.32628 -1.54700
C -3.00251 1.16190 0.59505
H 2.15272 0.57112 -3.32784
H -3.27549 -1.35677 -1.46819
C -4.95011 0.21841 2.36531
H 0.69223 -3.19508 0.55958
C 3.92950 0.18324 0.47452
P 1.96310 1.47237 -1.14392
H -0.30089 2.29254 -2.93014
H -2.00947 -4.11418 1.61728
C -3.85495 -0.58423 2.03728
H 2.59973 2.40761 -4.78043
C 4.78944 1.14427 -1.66750
H 4.92396 2.19743 -1.42222
H -4.19693 2.95157 0.49569
C 3.58167 0.54232 -0.96604
H 3.89118 3.11009 0.73540
C 2.24772 3.25729 -0.68101
H 4.80101 0.72676 0.82845
C 1.01500 -3.42868 3.93244
H -5.92131 2.11443 2.06490
H 2.29891 2.96048 1.47597
H -2.28132 1.55971 -0.09403
H 4.16597 -0.87925 0.53177
H 1.44182 -0.74087 0.61935
*
```

Here are the Löwdin charges for atoms 1 to 4, given in e: 0.063 0.011 -0.092 -0.074

---

A gas-phase ion, IO4S2 (charge -1). Source: the OMol25 dataset; level of theory: the ωB97M-V functional and the def2-TZVPD basis.

Largest force on an atom = 3.3 eV/Å
E_LUMO = 2.60 eV
HOMO = -4.607 eV
SMILES = O=S(=O)([O-])OSI
Electronic energy = -37961.7787 eV

The geometry in ORCA input format:
```
! RIJCOSX wB97M-V def2-TZVPD def2/J DEFGRID3
* xyz -1 1
O -0.21146 0.42400 -1.60528
O -2.10163 -0.09090 -0.11076
I 3.28764 -1.30930 0.47317
S 0.97647 -1.69986 1.01527
S -0.95282 0.73070 -0.40828
O -1.23933 2.19214 -0.26760
O 0.24113 -0.24678 0.90348
*
```

Here are the Löwdin charges for atoms 1 to 4, given in e: -0.349 -0.348 0.213 0.181

---

A gas-phase ion, C6H12N (charge +1). Source: the OMol25 dataset; level of theory: the ωB97M-V functional and the def2-TZVPD basis.

Largest force on an atom = 4.7 eV/Å
E_LUMO (alpha / beta) = -4.29 / -4.60 eV
HOMO (alpha / beta) = -13.448 / -13.197 eV
Electronic energy = -7894.3715 eV

The geometry in ORCA input format:
```
! RIJCOSX wB97M-V def2-TZVPD def2/J DEFGRID3
* xyz 1 1
H 1.26266 0.59135 -1.70289
C -2.35599 0.68608 0.10245
H -1.10536 -0.19253 1.67174
C -1.06162 0.45252 0.85500
N 0.25077 0.07157 0.08614
H 1.49510 0.00954 1.76130
H 0.26107 1.82413 -0.83096
H -2.71022 1.61106 -0.38361
C -2.79850 -0.56304 0.01712
C 0.31114 -1.36743 -0.19563
H 2.27035 0.83233 0.35958
H -0.45016 -1.64541 -0.91531
H -2.98324 -1.48742 0.44450
C 1.40328 0.60529 0.91469
H 0.01650 -1.88659 0.69465
H 0.97914 1.52601 1.13483
H -0.48987 0.67996 -1.78465
H 1.25032 -1.71100 -0.49675
C 0.37004 0.81618 -1.20474
*
```

Here are the Löwdin charges for atoms 1 to 4, given in e: 0.105 -0.157 0.087 0.023